[1]
A cluster of 2 separate species, C4H14N2O in total. Source: the Open Molecules 2025 dataset; level of theory: ωB97M-V/def2-TZVPD.

Energy relative to the best compared isomer or geometry (same formula, charge and spin), kJ/mol: 159.7
HOMO energy, hartree: -0.3314
Frontier orbital gap, eV: 9.95
Strongest force on any atom, Eh/bohr: 0.0389
LUMO, eV: 0.937
Structure (SMILES): CN(C)CCN.O

The geometry in ORCA input format:
```
! RIJCOSX wB97M-V def2-TZVPD def2/J DEFGRID3
* xyz 0 1
N 0.23 -2.61 -0.38
C 0.71 -1.44 -1.11
C -0.09 -0.14 -0.94
N 0.13 0.63 0.28
C -0.79 1.80 0.27
C 1.49 1.23 0.30
H 0.20 -2.38 0.61
H -0.71 -2.85 -0.63
H 0.68 -1.61 -2.18
H 1.75 -1.31 -0.79
H -1.16 -0.38 -1.04
H 0.03 0.46 -1.86
H -0.41 2.40 1.11
H -0.59 2.42 -0.60
H -1.83 1.52 0.37
H 2.22 0.44 0.13
H 1.56 1.55 1.35
H 1.55 2.10 -0.35
H -2.06 -1.27 2.00
H -0.98 -0.19 1.77
O -1.91 -0.37 1.68
*
```

[2]
A cluster of 3 separate species, C4H14N2O in total. Source: the Open Molecules 2025 dataset; level of theory: ωB97M-V/def2-TZVPD.

Energy relative to the best compared isomer or geometry (same formula, charge and spin), kJ/mol: 564.7
HOMO energy, hartree: -0.3114
Frontier orbital gap, eV: 7.35
Strongest force on any atom, Eh/bohr: 0.0947
LUMO, eV: -1.127

The geometry in ORCA input format:
```
! RIJCOSX wB97M-V def2-TZVPD def2/J DEFGRID3
* xyz 0 1
C 1.14 0.89 -0.58
N 1.66 0.19 0.54
C -0.40 0.95 -0.65
C -1.12 -0.16 0.15
C -0.78 -1.57 -0.44
N -0.83 -1.61 -1.96
H 1.57 0.52 -1.55
H 1.51 1.92 -0.67
H 1.18 0.57 1.35
H 2.62 0.51 0.57
H -0.69 0.81 -1.71
H -0.81 1.93 -0.41
H -2.19 0.08 0.15
H -0.60 -0.18 1.18
H 0.31 -1.65 -0.29
H -1.36 -2.38 0.03
H -0.83 -2.57 -2.27
H -1.70 -1.14 -2.31
H -0.30 1.97 1.27
H 0.60 1.19 3.29
O 0.18 0.99 2.44
*
```

[3]
A cluster of 2 separate species, C4H14N2O in total. Source: the Open Molecules 2025 dataset; level of theory: ωB97M-V/def2-TZVPD.

Energy relative to the best compared isomer or geometry (same formula, charge and spin), kJ/mol: 159.8
HOMO energy, hartree: -0.3248
Frontier orbital gap, eV: 9.51
Strongest force on any atom, Eh/bohr: 0.0377
LUMO, eV: 0.672
Structure (SMILES): CC(C)NCN.O

The geometry in ORCA input format:
```
! RIJCOSX wB97M-V def2-TZVPD def2/J DEFGRID3
* xyz 0 1
C 2.33 1.55 -0.06
C 1.25 0.52 0.40
C 1.96 -0.83 0.60
N 0.23 0.34 -0.62
C -1.05 1.05 -0.53
N -1.60 1.00 0.83
H 1.80 2.35 -0.58
H 2.90 1.95 0.79
H 3.08 1.07 -0.67
H 0.91 0.94 1.34
H 1.23 -1.64 0.69
H 2.60 -1.18 -0.21
H 2.52 -0.79 1.54
H -0.06 -0.64 -0.54
H -0.95 2.11 -0.79
H -1.79 0.61 -1.20
H -2.33 1.59 1.16
H -1.05 0.64 1.58
H -3.97 -3.87 -1.95
H -3.76 -2.99 -0.72
O -4.24 -3.76 -1.05
*
```

[4]
A cluster of 2 separate species, C4H14N2O in total. Source: the Open Molecules 2025 dataset; level of theory: ωB97M-V/def2-TZVPD.

Energy relative to the best compared isomer or geometry (same formula, charge and spin), kJ/mol: 186.7
HOMO energy, hartree: -0.2943
Frontier orbital gap, eV: 8.75
Strongest force on any atom, Eh/bohr: 0.0285
LUMO, eV: 0.745
Structure (SMILES): CNCCCN.O

The geometry in ORCA input format:
```
! RIJCOSX wB97M-V def2-TZVPD def2/J DEFGRID3
* xyz 0 1
C -0.74 0.91 0.06
C 0.66 0.32 0.00
C 0.59 -1.19 -0.33
C -0.63 -2.72 -1.83
N 0.13 -1.50 -1.64
N -1.42 1.26 -1.20
H -0.73 1.85 0.64
H -1.38 0.27 0.67
H 1.36 0.90 -0.57
H 1.08 0.33 1.00
H -0.14 -1.57 0.39
H 1.55 -1.65 -0.02
H -0.10 -3.55 -1.39
H -1.67 -2.65 -1.51
H -0.78 -2.95 -2.89
H 0.27 -0.96 -2.47
H -0.69 1.37 -1.89
H -2.16 0.64 -1.48
H 1.55 3.10 4.22
H 1.65 3.83 5.60
O 1.61 3.96 4.64
*
```

[5]
A cluster of 2 separate species, C4H14N2O in total. Source: the Open Molecules 2025 dataset; level of theory: ωB97M-V/def2-TZVPD.

Energy relative to the best compared isomer or geometry (same formula, charge and spin), kJ/mol: 194.0
HOMO energy, hartree: -0.3384
Frontier orbital gap, eV: 10.12
Strongest force on any atom, Eh/bohr: 0.0718
LUMO, eV: 0.910
Structure (SMILES): CC[C@@H](N)CN.O

The geometry in ORCA input format:
```
! RIJCOSX wB97M-V def2-TZVPD def2/J DEFGRID3
* xyz 0 1
N -0.30 -1.15 -0.20
C 2.22 -0.02 0.74
C 0.82 0.70 1.03
C -0.34 0.31 0.13
C -1.76 0.71 0.62
N -2.80 0.66 -0.38
H -0.64 -1.44 -1.10
H -0.59 -1.66 0.56
H 2.16 0.23 -0.34
H 2.19 -1.13 0.94
H 3.08 0.41 1.24
H 0.73 0.85 2.15
H 1.09 1.68 0.83
H -0.20 0.82 -0.75
H -1.77 1.77 1.05
H -2.06 -0.01 1.38
H -2.76 1.35 -1.07
H -3.73 0.74 0.02
H 1.62 -1.31 -3.05
H 1.26 -1.62 -1.49
O 1.77 -1.90 -2.30
*
```

[6]
A cluster of 2 separate species, C4H14N2O in total. Source: the Open Molecules 2025 dataset; level of theory: ωB97M-V/def2-TZVPD.

Energy relative to the best compared isomer or geometry (same formula, charge and spin), kJ/mol: 136.3
HOMO energy (spin up / spin down), hartree: -0.5142 / -0.4952
Frontier orbital gap (spin up / spin down), eV: 11.05 / 5.69
Strongest force on any atom, Eh/bohr: 0.0671
LUMO (spin up / spin down), eV: -2.947 / -7.780
Expectation value of S²: 0.756

The geometry in ORCA input format:
```
! RIJCOSX wB97M-V def2-TZVPD def2/J DEFGRID3
* xyz 1 2
C -1.23 2.67 -0.70
N -1.37 1.58 0.37
C -2.14 0.36 0.25
C -1.33 -0.86 -0.24
N -0.35 -1.28 0.72
C 1.09 -1.29 0.32
H -0.95 2.08 -1.57
H -2.27 2.94 -0.89
H -0.55 3.40 -0.29
H -0.41 1.28 0.53
H -2.97 0.62 -0.41
H -2.47 0.14 1.27
H -0.79 -0.62 -1.16
H -2.08 -1.63 -0.41
H -0.52 -2.19 1.09
H 1.62 -1.31 1.27
H 1.46 -0.47 -0.27
H 1.22 -2.19 -0.28
H 4.60 -0.38 0.55
H 4.43 -1.72 -0.29
O 5.02 -1.13 0.14
*
```

[7]
A cluster of 4 separate species, C4H14N2O in total. Source: the Open Molecules 2025 dataset; level of theory: ωB97M-V/def2-TZVPD.

Energy relative to the best compared isomer or geometry (same formula, charge and spin), kJ/mol: 1321.2
HOMO energy, hartree: -0.6346
Frontier orbital gap, eV: 6.90
Strongest force on any atom, Eh/bohr: 0.1185
LUMO, eV: -10.370

The geometry in ORCA input format:
```
! RIJCOSX wB97M-V def2-TZVPD def2/J DEFGRID3
* xyz 2 1
C 0.86 1.21 0.00
C -0.11 -0.01 -0.34
C -0.27 -0.42 -1.81
C 0.05 -1.62 -2.23
N -0.75 -1.91 -3.41
N 0.51 1.54 1.50
H 0.96 2.14 -0.45
H 1.95 0.96 -0.11
H -1.21 -0.07 0.14
H 0.68 -0.66 0.27
H -0.76 0.17 -2.52
H 0.93 -2.24 -2.24
H -1.78 -1.83 -3.20
H -0.45 -2.90 -3.82
H -0.47 -1.37 -4.35
H 1.36 1.32 3.43
H 1.54 2.85 2.34
H -0.29 1.85 2.10
H -0.58 -0.40 5.47
H -1.38 1.21 4.65
O -0.80 0.16 4.60
*
```

[8]
A cluster of 2 separate species, C4H14N2O2 in total. Source: the Open Molecules 2025 dataset; level of theory: ωB97M-V/def2-TZVPD.

Energy relative to the best compared isomer or geometry (same formula, charge and spin), kJ/mol: 105.4
HOMO energy, hartree: -0.3300
Frontier orbital gap, eV: 9.86
Strongest force on any atom, Eh/bohr: 0.0353
LUMO, eV: 0.880
Structure (SMILES): C[C@@H](O)CNCN.O

The geometry in ORCA input format:
```
! RIJCOSX wB97M-V def2-TZVPD def2/J DEFGRID3
* xyz 0 1
C -0.35 -0.66 -1.02
C 0.66 -1.77 -1.32
C 1.48 -2.18 -0.07
O -0.11 -2.86 -1.78
N 0.32 0.57 -0.61
C -0.04 1.13 0.71
N 0.89 0.74 1.77
H -0.96 -0.53 -1.92
H -1.04 -0.99 -0.23
H 1.40 -1.34 -1.99
H 1.71 -3.25 -0.18
H 0.93 -2.04 0.86
H 2.43 -1.66 -0.02
H 0.46 -3.44 -2.30
H 0.05 1.33 -1.24
H -0.05 2.20 0.66
H -1.01 0.80 1.01
H 1.81 0.68 1.36
H 0.61 -0.15 2.16
H -2.06 4.46 2.61
H -2.38 5.17 1.32
O -2.54 4.33 1.78
*
```

Q: Number 4 is which compound?
A: C4H14N2O